Below is one molecule with the formula C18H19Cl2NO2, with properties calculated with the ωB97M-V functional and the def2-TZVPD basis.

XYZ file:
```
42
Properties=species:S:1:pos:R:3:mulliken_charge:R:1
C -2.741 -1.832 1.848 -0.740
C -3.072 -2.638 0.856 -0.128
C -3.882 -2.246 -0.344 -0.463
H -4.906 -2.626 -0.231 0.398
H -3.449 -2.696 -1.245 0.254
O -4.059 -0.855 -0.513 -0.552
C -2.997 -0.022 -0.659 -0.205
C -3.275 1.332 -0.453 0.486
C -2.314 2.320 -0.568 -0.877
C -1.021 1.971 -0.914 0.528
C -0.723 0.633 -1.138 -0.335
C -1.679 -0.367 -1.020 1.282
O -1.395 -1.685 -1.248 -0.420
C -0.047 -2.068 -1.397 -0.944
H 0.383 -1.680 -2.325 0.345
H 0.560 -1.742 -0.548 0.391
H -0.060 -3.156 -1.438 0.282
H 0.283 0.370 -1.413 0.367
C 0.082 3.001 -0.959 -1.532
N 0.939 2.914 0.212 -0.226
C 1.837 1.883 0.395 0.954
C 2.537 1.300 -0.664 -0.587
C 3.454 0.297 -0.421 0.379
C 3.744 -0.162 0.859 0.647
C 3.063 0.448 1.906 -0.860
C 2.129 1.439 1.688 -0.844
H 1.612 1.882 2.527 0.316
H 3.265 0.125 2.917 0.331
C 4.742 -1.252 1.092 -1.631
H 5.725 -0.950 0.732 0.352
H 4.457 -2.153 0.549 0.336
H 4.813 -1.487 2.150 0.378
Cl 4.261 -0.414 -1.784 -0.254
H 2.379 1.626 -1.680 0.471
H 0.444 3.150 1.062 0.260
H -0.344 4.007 -0.979 0.462
H 0.692 2.872 -1.854 0.309
H -2.586 3.348 -0.386 0.405
Cl -4.887 1.765 -0.017 -0.222
H -2.768 -3.675 0.856 0.357
H -2.154 -2.175 2.682 0.298
H -3.042 -0.798 1.869 0.234
```

Output
HOMO-LUMO gap = 8.55 eV
SMILES = C=CCOc1c(Cl)cc(CNc2ccc(C)c(Cl)c2)cc1OC
lowest unoccupied orbital energy = 0.65 eV
energy above the lowest of the compared OMol25 structures with the same formula, charge and spin = 42.80 kcal per mole

Below is C18H19F10LiN5OTe as an isolated structure, with properties calculated with the ωB97M-V functional and the def2-TZVPD basis.

XYZ file:
```
55
Properties=species:S:1:pos:R:3:mulliken_charge:R:1
Li 0.559 0.415 0.557 0.969
F 1.086 2.501 2.796 -0.328
C 0.488 1.439 3.424 0.746
C 0.170 0.310 2.709 -1.087
C -0.432 -0.659 3.465 0.587
F -0.812 -1.855 2.882 -0.327
C -0.713 -0.565 4.817 -0.471
F -1.312 -1.562 5.503 -0.339
C -0.363 0.596 5.480 0.950
F -0.613 0.731 6.797 -0.339
C 0.248 1.618 4.775 -0.220
F 0.586 2.751 5.426 -0.338
F 3.865 -0.154 -2.126 -0.486
Te 3.911 0.156 -0.267 2.074
F 5.557 -0.716 -0.394 -0.408
F 4.313 0.253 1.554 -0.439
F 4.936 1.699 -0.561 -0.445
F 3.232 -1.578 -0.023 -0.469
O 2.352 1.022 -0.204 -0.762
C -0.613 -4.469 -1.822 -1.265
N -0.069 -3.547 -0.850 0.204
C -0.062 -4.009 0.520 -1.185
C -0.042 -2.185 -1.079 0.443
N -0.253 -1.301 -0.172 -0.164
N 0.223 -1.813 -2.388 0.058
C 1.389 -2.415 -3.032 -0.851
C 0.122 -0.386 -2.664 -0.730
H -1.524 -4.938 -1.433 0.395
H 0.098 -5.265 -2.066 0.305
H -0.868 -3.935 -2.734 0.412
H 0.246 -5.056 0.531 0.381
H -1.045 -3.932 1.003 0.376
H 0.653 -3.432 1.103 0.309
H -0.585 -1.708 0.697 -0.062
H 1.472 -3.469 -2.785 0.335
H 2.312 -1.914 -2.727 0.151
H 1.283 -2.321 -4.114 0.343
H -0.813 0.004 -2.269 0.150
H 0.143 -0.249 -3.746 0.320
H 0.946 0.179 -2.215 0.210
N -0.269 4.301 -0.783 -0.001
C 0.408 3.217 -0.302 -0.737
N -0.339 2.160 -0.199 0.229
C -1.594 2.548 -0.636 0.165
C -2.771 1.810 -0.731 -0.360
C -3.896 2.455 -1.207 -0.667
C -3.860 3.808 -1.582 -0.372
C -2.700 4.554 -1.490 -1.009
C -1.571 3.898 -1.011 0.473
H 0.118 5.214 -0.931 0.195
H 1.457 3.241 -0.047 0.532
H -2.784 0.769 -0.434 0.423
H -4.829 1.912 -1.292 0.380
H -4.764 4.278 -1.949 0.366
H -2.677 5.597 -1.777 0.374
```

Output
HOMO-LUMO gap = 8.12 eV
lowest unoccupied orbital energy = 2.48 eV
energy above the lowest of the compared OMol25 structures with the same formula, charge and spin = 1.36 kcal per mole
charge = -1

Below is a 2-piece molecular cluster, C18H19F2OS overall, with properties calculated with the ωB97M-V functional and the def2-TZVPD basis.

XYZ file:
```
41
Properties=species:S:1:pos:R:3:mulliken_charge:R:1
F -2.896 4.439 -1.229 -0.283
C -2.865 3.084 -1.208 0.014
C -4.041 2.352 -1.226 -0.324
C -4.007 0.971 -1.212 -0.816
C -2.806 0.308 -1.184 -0.364
C -1.598 1.020 -1.168 0.940
C -0.358 0.322 -1.148 -0.385
C 0.862 0.949 -1.201 -0.130
C 2.071 0.299 -1.169 -0.449
C 3.322 0.978 -1.202 0.982
C 3.409 2.379 -1.214 -0.530
C 4.624 3.020 -1.232 0.034
F 4.677 4.374 -1.235 -0.276
C 5.787 2.268 -1.241 -0.341
C 5.731 0.888 -1.234 -0.682
C 4.517 0.245 -1.212 -0.462
C -1.661 2.422 -1.176 -0.530
H -4.975 2.884 -1.253 0.466
H -4.928 0.412 -1.229 0.416
H -2.777 -0.767 -1.184 0.523
H -0.378 -0.751 -1.091 0.410
H 0.874 2.016 -1.286 0.015
H 2.074 -0.774 -1.107 0.443
H 2.528 2.990 -1.198 0.501
H 6.729 2.786 -1.253 0.463
H 6.643 0.314 -1.244 0.415
H 4.472 -0.830 -1.206 0.411
H -0.770 3.018 -1.152 0.515
C -2.743 -2.943 1.285 -0.811
S -2.152 -2.859 2.991 0.893
C -1.730 -4.559 3.438 -0.989
C -0.621 -1.977 2.836 -1.051
O -3.159 -2.224 3.948 -0.637
H -1.995 -3.380 0.630 0.385
H -3.646 -3.544 1.247 0.475
H -2.973 -1.939 0.943 0.080
H -0.999 -4.982 2.754 0.372
H -1.325 -4.577 4.446 0.313
H -2.630 -5.166 3.413 0.379
H 0.266 -2.459 2.494 0.314
H -0.552 -1.005 3.266 0.299
```

Output
HOMO-LUMO gap = 3.47 eV
lowest unoccupied orbital energy = -6.02 eV
charge = +1

Below is C18H19FMnN2O6S as an isolated structure, with properties calculated with the ωB97M-V functional and the def2-TZVPD basis.

XYZ file:
```
48
Properties=species:S:1:pos:R:3:mulliken_spin:R:1
Mn 1.516 0.142 0.320 1.125
O 2.676 3.779 1.168 -0.007
C 2.481 2.611 1.203 0.000
O 1.471 1.977 0.564 -0.054
C 3.239 1.615 2.044 0.004
C 4.303 1.798 2.904 -0.001
C 4.813 0.672 3.555 -0.001
C 4.270 -0.594 3.334 0.000
C 3.212 -0.691 2.450 0.001
N 2.730 0.399 1.872 -0.055
C 2.474 -1.909 1.965 -0.008
O 2.638 -3.017 2.355 0.004
O 1.538 -1.549 1.064 -0.015
H 4.717 2.787 3.048 0.000
H 5.651 0.782 4.231 0.000
H 4.660 -1.485 3.807 0.000
N -2.475 1.169 0.996 0.008
C -1.229 0.921 1.333 0.003
O -0.478 0.280 0.594 -0.017
C -0.694 1.444 2.656 -0.001
C 0.313 0.594 3.216 0.007
H -2.801 0.856 0.088 0.000
H -3.115 1.677 1.586 0.000
H -1.492 1.470 3.432 -0.001
H -0.350 2.478 2.541 0.000
H 0.219 -0.488 3.150 -0.003
H 1.040 1.009 3.909 0.000
F 3.030 0.148 -0.533 0.025
C -5.100 0.354 -4.007 0.000
C -3.847 -0.164 -3.366 0.000
C -2.588 0.279 -3.785 0.000
C -1.428 -0.209 -3.209 -0.001
C -1.532 -1.153 -2.194 -0.002
C -2.767 -1.593 -1.734 0.000
C -3.917 -1.102 -2.333 0.000
S -0.087 -1.847 -1.445 -0.002
C 0.648 -2.765 -2.787 -0.001
O 0.897 -0.650 -1.326 -0.009
H -4.885 0.889 -4.930 0.000
H -5.624 1.038 -3.336 0.000
H -5.784 -0.463 -4.231 0.000
H -2.519 1.004 -4.587 0.000
H -0.458 0.138 -3.545 0.001
H -2.828 -2.325 -0.938 0.000
H -4.885 -1.460 -2.005 0.000
H 0.799 -2.106 -3.639 0.000
H -0.044 -3.571 -3.032 0.000
H 1.592 -3.167 -2.423 0.000
```

Output
HOMO-LUMO gap (alpha / beta) = 4.15 / 4.14 eV
lowest unoccupied orbital energy (alpha / beta) = -10.66 / -10.68 eV
charge = +2
2S+1 = 2

Below is one molecule with the formula C18H19FN6O2S, with properties calculated with the ωB97M-V functional and the def2-TZVPD basis.

XYZ file:
```
47
Properties=species:S:1:pos:R:3:mulliken_charge:R:1
O -4.285 1.920 -2.215 -0.649
O 2.961 0.054 3.816 -0.611
F -1.869 -0.895 -5.843 -0.333
N 2.063 0.234 -4.549 -1.064
N -1.524 -0.265 -0.044 -0.168
N -0.911 -0.962 0.971 -0.597
S -2.549 0.619 2.110 -0.228
C -3.212 1.492 -1.811 0.159
C 2.534 -1.060 3.683 0.725
C 1.028 -0.292 -5.182 -0.672
C -2.424 0.596 0.367 0.346
C -1.339 -0.610 2.151 -0.386
C -2.512 0.226 -3.890 -1.043
C -0.780 1.268 -2.511 -0.113
C -1.530 -0.221 -4.739 0.241
C -2.142 0.975 -2.741 0.450
C -0.200 0.047 -4.474 0.435
C 0.153 0.831 -3.395 0.069
N -3.181 1.413 -0.459 -0.075
N 1.540 0.898 -3.470 0.838
N 1.211 -1.296 3.993 0.105
C 3.528 -2.194 3.376 -1.103
C 2.158 3.099 -2.599 -1.007
C -1.886 -1.739 4.399 -1.814
C 2.376 1.551 -2.469 -0.543
C 0.177 -0.255 4.090 -0.949
C 0.409 -2.230 3.289 -1.091
C -0.803 -1.201 3.436 2.075
H 1.074 -0.885 -6.078 0.519
H -3.551 0.078 -4.134 0.535
H -0.414 1.816 -1.660 0.472
H -3.941 1.908 0.001 0.263
H 3.221 -2.625 2.421 0.305
H 3.390 -2.875 4.173 0.337
H 4.566 -1.860 3.344 0.297
H 2.576 3.613 -1.749 0.350
H 1.095 3.318 -2.659 0.319
H 2.630 3.500 -3.501 0.328
H -1.467 -2.301 5.267 0.438
H -2.475 -0.917 4.787 0.469
H -2.586 -2.420 3.884 0.358
H 3.430 1.327 -2.613 0.331
H 2.138 1.254 -1.447 0.313
H -0.134 0.021 5.103 0.302
H 0.423 0.641 3.500 0.341
H 0.752 -2.419 2.283 0.410
H 0.285 -3.177 3.789 0.317
```

Output
HOMO-LUMO gap = 8.40 eV
SMILES = CCn1ncc2c(F)cc(C(=O)Nc3nnc(C4(C)CN(C(C)=O)C4)s3)cc21
lowest unoccupied orbital energy = -0.01 eV
energy above the lowest of the compared OMol25 structures with the same formula, charge and spin = 36.55 kcal per mole

Below is C18H19IrN2O4Te as an isolated structure, with properties calculated with the ωB97M-V functional and the def2-TZVPD basis.

XYZ file:
```
45
Properties=species:S:1:pos:R:3:mulliken_spin:R:1
Ir 0.513 -0.375 -1.206 2.924
O -0.149 -2.058 -2.157 0.215
C -0.376 -3.238 -1.641 0.192
C -0.107 -4.379 -2.417 -0.023
C -0.357 -5.629 -1.916 0.076
C -0.896 -5.824 -0.624 0.018
C -1.180 -4.738 0.141 0.016
C -0.938 -3.413 -0.336 0.058
C -1.316 -2.353 0.487 0.028
N -1.123 -1.061 0.204 0.195
N -1.589 -0.240 1.116 0.462
C -1.216 1.065 0.849 -0.020
O -0.424 1.337 -0.077 0.189
C -1.764 2.101 1.723 0.028
C -2.750 1.789 2.661 0.030
C -3.268 2.787 3.467 -0.011
C -2.801 4.088 3.347 0.020
C -1.813 4.402 2.418 -0.001
C -1.295 3.412 1.606 0.013
H 0.301 -4.234 -3.408 -0.002
H -0.137 -6.495 -2.529 0.003
H -1.081 -6.825 -0.261 0.002
H -1.599 -4.851 1.134 -0.002
H -1.803 -2.552 1.438 -0.002
H -3.103 0.772 2.749 0.001
H -4.036 2.551 4.191 0.000
H -3.205 4.865 3.983 0.001
H -1.450 5.417 2.335 0.000
H -0.521 3.637 0.885 -0.001
C 3.708 -0.139 1.418 0.003
C 2.603 -0.213 0.420 -0.013
O 2.490 0.629 -0.519 0.145
O 1.723 -1.123 0.501 0.165
H 4.506 0.507 1.066 0.004
H 4.084 -1.138 1.630 0.002
H 3.304 0.266 2.347 0.000
C 2.971 1.471 -3.472 0.006
Te 0.872 1.489 -3.226 0.263
C 0.836 3.265 -2.081 -0.002
H 3.427 1.560 -2.491 -0.002
H 3.221 2.307 -4.118 0.012
H 3.254 0.535 -3.946 0.001
H 1.037 4.097 -2.750 0.011
H 1.594 3.176 -1.307 -0.002
H -0.151 3.353 -1.637 -0.001
```

Output
HOMO-LUMO gap (alpha / beta) = 7.33 / 5.94 eV
lowest unoccupied orbital energy (alpha / beta) = -3.56 / -5.85 eV
energy above the lowest of the compared OMol25 structures with the same formula, charge and spin = 0.00 kcal per mole
charge = +1
2S+1 = 6

Below is a 2-piece molecular cluster, C18H19N3O3S overall, with properties calculated with the ωB97M-V functional and the def2-TZVPD basis.

XYZ file:
```
44
Properties=species:S:1:pos:R:3:mulliken_charge:R:1
C 6.603 -3.447 0.438 -1.335
C 5.430 -2.899 -0.290 0.887
C 5.566 -1.776 -1.093 -0.710
C 4.481 -1.264 -1.775 -0.392
C 3.254 -1.871 -1.671 0.266
S 1.848 -1.242 -2.627 1.092
N 1.232 -0.187 -1.541 -0.288
C 0.214 0.455 -1.940 0.656
O -0.710 1.052 -2.297 -0.328
O 2.525 -0.576 -3.785 -0.615
O 1.011 -2.470 -2.804 -0.616
C 3.100 -2.978 -0.873 -0.396
C 4.180 -3.494 -0.189 -0.792
H 6.331 -4.326 1.023 0.354
H 7.389 -3.736 -0.261 0.321
H 7.006 -2.700 1.121 0.322
H 6.528 -1.303 -1.197 0.386
H 4.589 -0.410 -2.424 0.443
H 2.134 -3.455 -0.821 0.436
H 4.050 -4.374 0.418 0.305
C -4.582 2.951 -2.426 -0.395
C -5.289 2.063 -1.641 -0.802
C -4.769 1.632 -0.444 -0.332
C -3.528 2.084 -0.001 0.886
C -2.961 1.651 1.279 -0.085
N -1.762 2.044 1.572 -0.447
C -1.208 1.684 2.813 -0.693
C -1.790 0.441 3.490 -0.551
C -3.305 0.497 3.459 -0.622
N -3.741 0.865 2.129 -0.111
C -2.826 2.977 -0.807 -0.239
C -3.347 3.406 -2.007 -0.674
H -4.994 3.286 -3.362 0.397
H -6.251 1.701 -1.961 0.403
H -5.326 0.927 0.143 0.252
H -0.127 1.555 2.663 0.321
H -1.317 2.543 3.486 0.312
H -1.447 -0.457 2.964 0.268
H -1.426 0.355 4.524 0.356
H -3.752 -0.458 3.759 0.373
H -3.671 1.257 4.157 0.282
H -4.697 0.591 1.906 0.154
H -1.855 3.316 -0.486 0.541
H -2.789 4.092 -2.621 0.411
```

Output
HOMO-LUMO gap = 8.96 eV
SMILES = Cc1ccc(S(=O)(=O)N=C=O)cc1.c1ccc(C2=NCCCN2)cc1
lowest unoccupied orbital energy = 0.56 eV
energy above the lowest of the compared OMol25 structures with the same formula, charge and spin = 86.04 kcal per mole

Below is C18H19N5O3PmS as an isolated structure, with properties calculated with the ωB97M-V functional and the def2-TZVPD basis.

XYZ file:
```
47
Properties=species:S:1:pos:R:3:mulliken_spin:R:1
Pm -0.392 -0.027 -0.398 3.993
N 1.720 -3.196 5.056 0.000
C 1.847 -2.305 4.033 0.000
C 1.499 -2.659 2.721 0.001
C 1.587 -1.733 1.696 0.005
C 2.033 -0.442 1.967 0.001
C 2.389 -0.083 3.266 -0.001
C 2.300 -0.999 4.286 0.001
S 2.059 0.810 0.766 0.001
O 3.217 1.632 0.846 0.001
O 1.882 0.072 -0.530 0.000
N 0.640 1.526 0.989 -0.008
C 0.328 2.648 0.195 -0.005
N -0.643 2.419 -0.706 0.001
C -1.043 3.454 -1.457 0.000
C -0.443 4.689 -1.329 0.000
C 0.585 4.796 -0.392 0.001
N 0.967 3.792 0.384 0.000
H 1.566 -4.167 4.856 0.000
H 2.126 -2.984 5.950 0.000
H 1.165 -3.667 2.510 0.000
H 1.364 -2.056 0.679 -0.003
H 2.743 0.919 3.470 0.000
H 2.583 -0.718 5.292 0.000
H -1.835 3.265 -2.171 0.000
H -0.746 5.529 -1.934 0.000
H 1.115 5.732 -0.258 0.000
N -0.028 -1.945 -2.177 0.001
C -0.688 -1.054 -3.077 0.000
C -0.094 0.172 -3.359 0.007
C -0.764 1.092 -4.167 -0.001
C -2.027 0.802 -4.650 -0.001
C -2.629 -0.412 -4.330 0.000
C -1.970 -1.342 -3.547 -0.001
H -0.404 -2.884 -2.223 0.001
H 0.973 -1.980 -2.343 0.001
H 0.914 0.388 -3.005 -0.003
H -0.283 2.029 -4.412 0.000
H -2.547 1.512 -5.278 0.000
H -3.620 -0.637 -4.701 0.000
H -2.440 -2.286 -3.301 0.000
C -2.590 -1.847 2.159 0.004
C -1.770 -1.205 1.097 -0.002
O -2.369 -0.520 0.221 0.007
H -3.636 -1.542 2.160 -0.001
H -2.127 -1.660 3.132 0.000
H -2.513 -2.927 2.013 0.001
```

Output
HOMO-LUMO gap (alpha / beta) = 8.33 / 8.36 eV
lowest unoccupied orbital energy (alpha / beta) = -2.68 / -2.67 eV
energy above the lowest of the compared OMol25 structures with the same formula, charge and spin = 8.92 kcal per mole
charge = +1
2S+1 = 5